Entry 1:
Here is one molecule with the formula C12H19NO2 in a non-equilibrium geometry from the OMol25 dataset. Energies are from ωB97M-V/def2-TZVPD.

CARTESIAN COORDINATES (ANGSTROEM)
C -0.3207 -1.7910 -4.4794
C -0.5132 -1.4043 -3.1758
C 0.6009 -1.4732 -2.2724
C 0.3794 -0.9752 -0.8719
C -0.8261 -0.4240 -0.4592
C -1.9980 -0.5756 -1.2020
C -1.8987 -0.9416 -2.4498
H -2.4439 -1.0001 -3.2902
H -2.8183 -0.3516 -0.9156
C -1.1134 -0.2186 1.0409
N 0.1219 0.3120 1.7039
C 0.1018 1.8930 1.4765
H 0.6240 2.6098 2.0368
C 0.3617 2.2571 -0.0031
O -0.5829 2.4397 -0.9737
H -1.0914 1.4743 -0.9746
H 1.0572 1.8268 -0.3823
H 0.6456 3.4143 0.0916
H -1.0130 2.1890 1.4795
C 0.3492 0.0645 3.0529
C 2.0347 0.2973 3.1643
O 2.2930 -0.1772 4.6401
H 2.0782 -1.0881 4.7055
H 2.1711 1.1836 3.1119
H 2.7170 -0.4700 2.3504
H 0.1300 -0.9345 3.0965
H -0.1495 0.9385 3.7031
H -1.9504 0.1669 1.1551
H -1.2987 -1.1702 1.7632
H 1.1204 -0.9881 -0.1168
H 1.6629 -1.7265 -2.4754
H 0.5712 -2.5082 -4.5580
H -1.1747 -2.0730 -4.9697
H 0.1728 -0.7757 -5.0020

The calculation puts the energy relative to the best compared isomer or geometry (same formula, charge and spin) at 254.4 kcal per mole. For the HOMO energy, the calculation gives -0.3152 Eh. Its SMILES is Cc1ccc(CN(CCO)CCO)cc1. The value obtained for the calculated total energy is -18326.28957 eV. For the frontier orbital gap, the calculation gives 9.04 eV.

Atomic partial charges in e from the natural (NBO) method, atoms 1 to 8: C -0.65; C 0.02; C -0.23; C -0.15; C -0.12; C -0.22; C -0.16; H 0.20



Entry 2:
Here is C49H62IN7OSeW as an isolated structure in a non-equilibrium geometry from the OMol25 dataset. Energies are from ωB97M-V/def2-TZVPD.

CARTESIAN COORDINATES (ANGSTROEM)
W -0.2448 -0.4933 -0.5683
C -0.0445 0.2149 -6.9536
C -1.2516 -0.3109 -6.1750
C -1.2693 0.1614 -4.7583
C -1.9894 1.1524 -4.1971
C -2.9914 2.0668 -4.8231
C -2.3798 3.4054 -5.2366
C -1.5955 1.2267 -2.7839
C -2.1294 2.1189 -1.9062
C -1.7581 2.2561 -0.5417
C -2.0774 3.4482 0.2212
C -2.6690 4.6800 -0.3862
C -1.6589 5.4363 -1.2500
C -1.5930 3.2650 1.4675
C -1.0092 1.9006 1.5137
C 0.1202 1.4952 2.4304
C 1.2775 0.7248 1.9732
N 1.3122 -0.0980 0.8885
C 2.5191 -0.7999 1.0030
C 2.9493 -1.8130 0.1404
C 2.4000 -2.1826 -1.0509
N 1.3263 -1.5108 -1.6516
C 1.2825 -1.9754 -2.9305
C 0.4117 -1.4753 -3.9145
C -0.4146 -0.4072 -3.7084
N -0.6105 0.2798 -2.5200
C 2.2674 -2.9911 -3.1553
C 2.9639 -3.1172 -1.9837
C 4.1621 -3.9702 -1.7210
C 5.4745 -3.2241 -1.9664
C 2.5041 -3.6762 -4.4625
C 3.2922 -2.8166 -5.4516
C 3.2361 -0.3418 2.1188
C 2.4509 0.6268 2.7355
C 2.7713 1.4218 3.9643
C 3.2903 2.8222 3.6425
C 4.5694 -0.8450 2.5756
C 4.4596 -2.0882 3.4602
N -1.0533 1.3774 0.1691
C -1.4844 4.3411 2.5122
C -2.7926 4.8625 3.1096
H -0.0559 -0.1481 -7.9812
H 0.8921 -0.1018 -6.4932
H -0.0444 1.3050 -6.9779
H -1.2581 -1.4040 -6.1950
H -2.1735 0.0019 -6.6692
H -3.8151 2.2365 -4.1256
H -3.4372 1.5739 -5.6892
H -1.9255 3.9090 -4.3817
H -3.1371 4.0678 -5.6557
H -1.6001 3.2619 -5.9853
H -2.8679 2.8152 -2.2699
H -3.0441 5.3315 0.4006
H -3.5450 4.4117 -0.9822
H -0.8210 5.7895 -0.6477
H -2.1187 6.3000 -1.7294
H -1.2511 4.7933 -2.0310
H 0.3684 2.2558 3.1593
H 3.8486 -2.3379 0.4380
H 0.4451 -1.9281 -4.8928
H 4.1181 -4.8523 -2.3623
H 4.1308 -4.3443 -0.6947
H 5.5569 -2.9181 -3.0092
H 6.3318 -3.8533 -1.7281
H 5.5334 -2.3214 -1.3572
H 1.5456 -3.9599 -4.9056
H 3.0330 -4.6148 -4.2859
H 2.7728 -1.8793 -5.6563
H 3.4356 -3.3375 -6.3982
H 4.2737 -2.5623 -5.0507
H 3.5111 0.8815 4.5596
H 1.8869 1.4941 4.6039
H 4.1869 2.7684 3.0240
H 3.5306 3.3782 4.5491
H 2.5479 3.3936 3.0814
H 5.0764 -0.0508 3.1283
H 5.2093 -1.0534 1.7147
H 3.8809 -1.8692 4.3588
H 5.4440 -2.4408 3.7688
H 3.9496 -2.9000 2.9386
H -0.9680 5.1799 2.0341
H -0.8167 4.0172 3.3113
H -3.4099 5.3579 2.3631
H -2.5743 5.5919 3.8904
H -3.3929 4.0699 3.5503
Se -1.0672 -3.5247 -0.6043
N -0.3593 -2.3497 0.5262
C 0.0451 -2.9994 1.6379
C 0.5661 -2.4282 2.8367
C 0.8845 -3.2626 3.8596
C 0.7285 -4.6832 3.7696
C 0.2257 -5.2612 2.6532
C -0.1457 -4.4255 1.5547
N -0.6839 -4.8817 0.4268
H 0.6801 -1.3598 2.9236
H 1.2728 -2.8496 4.7814
H 1.0095 -5.2876 4.6210
H 0.0808 -6.3281 2.5632
C -1.5908 1.7776 4.9542
C -2.1038 0.8672 3.8391
C -2.0776 -0.5660 4.3924
C -3.5347 1.2150 3.4309
C -1.2194 0.8437 2.5943
H -2.2252 1.6519 5.8325
H -1.6058 2.8314 4.6989
H -0.5731 1.5088 5.2469
H -2.7030 -0.6359 5.2831
H -1.0626 -0.8606 4.6697
H -2.4564 -1.2749 3.6552
H -4.1926 1.1989 4.3014
H -3.9113 0.4946 2.7016
H -3.5941 2.2032 2.9735
H -1.2898 -0.1259 2.0978
N -4.3328 -0.4262 -0.5745
C -3.2757 -1.0577 0.0324
O -2.1298 -0.9241 -0.7020
C -3.3450 -1.7199 1.2006
I -7.0466 -2.5883 -0.0812
H -4.1969 -0.3158 -1.5687
H -5.2443 -0.8582 -0.3634
H -4.3197 -1.8707 1.6410
H -2.4833 -2.1824 1.6461

The spin multiplicity is 3. The calculation puts the energy relative to the best compared isomer or geometry (same formula, charge and spin) at 20.6 kcal per mole. For the HOMO energy (spin up / spin down), the calculation gives -0.2075 / -0.2075 Eh. The value obtained for the calculated total energy is -139571.81120 eV. The expectation value of S² is 2.03. For the frontier orbital gap (spin up / spin down), the calculation gives 3.80 / 3.72 eV.

Atomic partial charges in e from the Mulliken method, atoms 1 to 8: W 2.28; C -0.98; C -1.23; C 0.51; C 0.72; C -1.31; C -0.89; C 0.31



Entry 3:
Here is an isolated ion of composition C21H29N2O2 and charge +1 from the OMol25 dataset. Energies are from ωB97M-V/def2-TZVPD.

CARTESIAN COORDINATES (ANGSTROEM)
C -1.9966 -3.4642 -0.8084
C -0.7525 -3.3341 -1.6715
N -0.3817 -1.9199 -1.9062
C -1.2986 -1.2074 -2.8211
H -2.3316 -1.3699 -2.5147
H -1.1559 -1.5974 -3.8308
C -0.9801 0.2796 -2.7594
N 0.4055 0.5336 -3.1134
C 1.3600 -0.2825 -2.3732
H 1.4324 0.0124 -1.3190
H 2.3391 -0.1435 -2.8369
C 0.9867 -1.7559 -2.4437
H 1.6900 -2.3397 -1.8479
H 1.0050 -2.1185 -3.4734
C 0.7417 1.9459 -3.0798
H 0.2594 2.4336 -3.9306
H 1.8208 2.0251 -3.2093
C 0.3127 2.7006 -1.7957
H -0.7379 3.0011 -1.8720
H 0.9242 3.6030 -1.6865
O 0.4883 1.8493 -0.6719
C -0.4430 1.8850 0.3306
C -1.0866 3.0455 0.7374
C -1.9976 3.0139 1.7782
C -2.2818 1.8227 2.4189
C -1.6540 0.6563 2.0188
C -0.7446 0.6743 0.9755
O -0.1180 -0.4906 0.5225
C 0.4754 -1.3031 1.5450
C 1.2195 -0.4924 2.5720
C 2.1297 0.4733 2.1607
C 2.7967 1.2427 3.0959
C 2.5667 1.0469 4.4473
C 1.6646 0.0822 4.8613
C 0.9873 -0.6811 3.9267
H 0.2808 -1.4307 4.2539
H 1.4823 -0.0740 5.9133
H 3.0896 1.6458 5.1766
H 3.4992 1.9939 2.7687
H 2.3072 0.6304 1.1063
H 1.1648 -1.9652 1.0078
H -0.2917 -1.9203 2.0298
H -1.8778 -0.2726 2.5195
H -2.9888 1.7954 3.2321
H -2.4777 3.9273 2.0910
H -0.8493 3.9808 0.2552
H -1.2437 0.6290 -1.7499
H -1.6077 0.8137 -3.4772
H -0.3992 -1.4069 -0.9887
H -0.8993 -3.8196 -2.6388
H 0.0870 -3.8190 -1.1683
H -2.8925 -3.1306 -1.3238
H -1.8883 -2.8964 0.1124
H -2.1401 -4.5083 -0.5451

The calculation puts the energy relative to the best compared isomer or geometry (same formula, charge and spin) at 26.2 kcal per mole. For the HOMO energy, the calculation gives -0.4181 Eh. Its SMILES is CC[NH+]1CCN(CCOc2ccccc2OCc2ccccc2)CC1. The value obtained for the calculated total energy is -29316.53356 eV. For the frontier orbital gap, the calculation gives 9.33 eV. The net charge is +1.

Atomic partial charges in e from the natural (NBO) method, atoms 1 to 8: C -0.63; C -0.21; N -0.40; C -0.23; H 0.23; H 0.23; C -0.24; N -0.44



Entry 4:
Here is a 9-piece molecular cluster, C2H22O9 overall in a non-equilibrium geometry from the OMol25 dataset. Energies are from ωB97M-V/def2-TZVPD.

CARTESIAN COORDINATES (ANGSTROEM)
O -15.4531 3.4088 1.8533
H -16.2520 3.6202 2.3362
H -15.6618 3.6148 0.9421
O -20.0750 1.7073 1.5483
H -20.1482 1.4380 0.6327
H -19.1332 1.7818 1.7020
O -16.8694 5.2929 5.7158
H -16.7250 6.2388 5.6928
H -17.7989 5.1971 5.9238
O -20.3951 3.4511 3.7584
H -21.1031 3.9093 3.3057
H -20.2254 2.6789 3.2188
O -19.3579 4.4421 5.9805
H -19.7782 3.8190 5.3878
H -19.9206 4.4537 6.7548
O -14.6764 4.8745 4.0783
H -15.3553 4.7086 4.7324
H -14.4671 5.8030 4.1798
O -17.7815 3.8747 2.9627
H -18.7131 4.0523 3.0919
H -17.4107 3.8841 3.8452
C -21.8810 5.6167 1.8953
O -22.5960 4.7507 2.7912
H -20.9105 5.2903 1.5218
H -22.4981 5.6664 0.9981
H -21.8474 6.6550 2.2253
H -23.5077 4.8684 2.5144
C -15.5324 2.6893 6.8980
O -15.8952 2.3205 5.5555
H -15.5957 1.8123 7.5420
H -14.5046 3.0098 7.0684
H -16.1613 3.5271 7.1992
H -16.8530 2.3318 5.6198

The spin multiplicity is 2. For the HOMO energy (spin up / spin down), the calculation gives -0.5008 / -0.4941 Eh. The value obtained for the calculated total energy is -20847.81682 eV. The expectation value of S² is 0.76. For the frontier orbital gap (spin up / spin down), the calculation gives 10.89 / 3.77 eV. The net charge is +1.

Atomic partial charges in e from the natural (NBO) method, atoms 1 to 8: O -0.53; H 0.51; H 0.49; O -0.96; H 0.49; H 0.47; O -1.00; H 0.48